156
Properties=species:S:1:pos:R:3:forces:R:3 method="wB97M-V/def2-TZVPD" orbital_gap_ev=9.08 max_force_ev_per_a=1.57 charge=+1 lumo_energy_ev=-2.5 homo_energy_ev=-11.613
C 4.714 1.976 2.870 -0.2 0.1 0.1
C 3.809 2.133 1.657 0.6 -0.5 0.3
C 3.105 0.793 1.398 0.8 1.2 -0.6
C 4.080 -0.140 0.638 -0.2 -0.6 0.1
O 3.508 -0.997 -0.329 0.2 -0.1 0.1
C 2.608 -0.303 -1.175 -0.3 0.0 0.6
B 2.216 -1.156 -2.457 0.1 0.3 -0.4
O 2.131 -0.448 -3.627 0.6 -0.1 -0.3
O 1.956 -2.483 -2.410 0.3 -0.2 -0.4
C 1.403 0.040 -0.318 0.1 -0.3 -0.9
C 0.146 0.379 -1.090 -0.6 0.5 0.5
C -0.729 -0.877 -1.165 0.5 -0.2 0.0
C -1.636 -1.020 0.049 0.2 -0.2 0.0
C -2.678 -2.117 -0.100 0.0 0.1 -0.3
C -3.711 -1.889 -1.205 0.3 -0.1 0.7
C -4.577 -0.655 -1.013 0.0 0.5 -0.7
C -5.054 -0.099 -2.373 0.7 -0.3 0.5
C -3.893 0.602 -3.125 -1.0 -0.2 0.0
C -4.184 2.066 -3.538 0.9 -0.8 0.0
C -3.251 3.041 -2.815 -0.7 0.2 0.1
C -3.823 3.469 -1.444 0.6 -0.2 -0.3
C -2.732 3.366 -0.382 -0.4 -0.2 -0.1
O -2.954 4.133 0.775 0.1 -0.1 0.2
C -3.904 3.563 1.666 0.0 0.2 -0.2
N 1.837 1.106 0.631 -0.4 -0.4 0.5
H 5.488 1.242 2.681 0.2 -0.2 -0.1
H 4.149 1.632 3.733 0.0 0.1 0.2
H 5.203 2.910 3.117 0.1 0.1 0.2
H 3.105 2.956 1.768 -0.2 0.1 0.2
H 4.465 2.368 0.827 -0.2 0.2 -0.5
H 2.849 0.395 2.370 -0.6 -0.4 0.0
H 4.523 -0.795 1.378 0.1 -0.1 0.2
H 4.902 0.418 0.197 0.0 0.4 -0.2
H 3.066 0.641 -1.492 0.1 0.1 -0.4
H 2.390 -0.970 -4.404 -0.5 0.4 0.1
H 1.822 -2.782 -3.326 -0.2 -0.3 0.5
H 1.192 -0.849 0.264 0.1 0.0 0.5
H 0.328 0.833 -2.060 0.3 0.0 -0.2
H -0.417 1.118 -0.517 -0.1 0.3 0.0
H -1.246 -0.945 -2.112 -0.3 0.2 -0.1
H -0.046 -1.727 -1.144 -0.1 -0.3 -0.2
H -1.000 -1.304 0.890 0.1 0.1 0.3
H -2.073 -0.063 0.322 -0.2 0.2 -0.1
H -2.141 -3.031 -0.353 0.0 -0.3 0.2
H -3.166 -2.256 0.858 -0.2 -0.2 0.2
H -3.159 -1.866 -2.139 -0.1 0.1 -0.4
H -4.324 -2.782 -1.240 -0.2 -0.1 -0.2
H -5.420 -0.857 -0.361 -0.2 -0.2 0.2
H -4.011 0.149 -0.549 0.1 0.1 0.3
H -5.384 -0.962 -2.941 -0.4 0.0 -0.3
H -5.880 0.586 -2.226 -0.3 0.1 0.0
H -3.017 0.556 -2.491 0.4 0.1 0.2
H -3.663 -0.015 -3.986 0.2 0.1 -0.3
H -4.071 2.138 -4.615 0.0 0.2 -0.2
H -5.215 2.277 -3.297 -0.3 0.3 -0.1
H -3.058 3.899 -3.451 0.0 0.3 0.1
H -2.287 2.573 -2.637 0.2 -0.2 -0.2
H -4.626 2.784 -1.199 -0.4 0.0 0.2
H -4.222 4.477 -1.471 -0.1 0.2 0.0
H -2.649 2.304 -0.120 0.2 -0.2 0.1
H -1.782 3.659 -0.822 0.2 0.3 0.1
H -4.677 4.290 1.888 -0.1 0.2 0.0
H -3.429 3.282 2.603 0.2 -0.1 0.1
H -4.382 2.689 1.232 -0.1 -0.2 0.0
H 1.089 1.221 1.318 0.0 0.2 -0.1
H 1.932 2.001 0.147 0.1 -0.1 -0.1
O -0.843 -7.986 -0.734 -0.1 0.0 0.2
S 0.548 -7.947 -1.074 0.4 0.1 -0.4
O 1.544 -8.098 -0.061 -0.2 -0.1 0.1
O 0.825 -6.604 -1.888 0.0 -0.2 -0.1
C 0.444 -5.363 -1.265 -0.1 0.6 0.4
C 1.383 -4.960 -0.142 0.0 -0.3 0.1
C 0.877 -9.079 -2.380 0.0 0.0 0.0
H -0.589 -5.427 -0.918 0.0 -0.1 0.0
H 0.474 -4.613 -2.052 0.0 -0.2 -0.2
H 1.332 -5.662 0.688 0.0 0.0 0.0
H 1.116 -3.971 0.235 0.0 0.0 -0.1
H 2.415 -4.938 -0.490 0.0 0.1 0.0
H 0.136 -8.942 -3.163 0.0 0.0 0.0
H 0.805 -10.078 -1.957 0.0 0.0 0.1
H 1.882 -8.900 -2.752 0.0 0.0 0.0
O 2.294 2.538 6.673 0.2 -0.2 -0.1
S 2.869 3.836 6.490 -0.3 0.6 0.2
O 4.177 3.983 5.927 0.0 -0.3 -0.2
O 2.787 4.648 7.846 -0.1 0.0 -0.3
C 3.389 4.063 9.028 0.4 -0.3 0.6
C 4.904 4.116 9.002 0.0 0.0 -0.3
C 1.749 4.835 5.565 0.0 0.0 0.0
H 3.023 3.044 9.156 -0.1 0.0 -0.2
H 3.008 4.653 9.859 -0.2 0.1 -0.2
H 5.313 3.492 8.209 0.0 0.0 0.0
H 5.303 3.761 9.951 -0.1 0.0 0.1
H 5.254 5.133 8.827 0.0 0.0 0.0
H 0.757 4.752 5.999 0.0 0.0 0.0
H 1.751 4.455 4.545 0.0 0.0 0.0
H 2.098 5.864 5.581 0.0 0.0 0.0
O -3.803 -4.878 -2.483 0.2 0.2 -0.1
S -3.705 -5.925 -3.457 -0.4 -0.7 0.1
O -2.764 -5.821 -4.529 0.2 0.2 0.0
O -5.154 -6.211 -4.044 0.1 0.0 0.1
C -5.890 -5.104 -4.621 -0.3 0.6 -0.5
C -5.334 -4.684 -5.968 0.3 0.0 0.1
C -3.473 -7.470 -2.645 0.0 0.1 0.0
H -5.913 -4.265 -3.922 0.2 -0.1 0.1
H -6.911 -5.456 -4.747 0.1 -0.2 0.2
H -4.329 -4.272 -5.877 0.0 0.0 0.0
H -5.973 -3.921 -6.411 -0.1 -0.1 0.0
H -5.278 -5.538 -6.642 -0.1 0.0 0.0
H -4.202 -7.563 -1.845 0.0 0.0 0.0
H -2.462 -7.471 -2.241 -0.1 0.0 0.1
H -3.585 -8.267 -3.375 0.0 0.0 0.0
O 7.044 6.141 6.796 0.2 -0.1 0.0
S 6.837 7.173 5.828 -0.4 0.3 0.1
O 7.814 7.425 4.814 0.1 -0.2 0.0
O 6.501 8.528 6.589 -0.1 -0.1 -0.2
C 7.440 8.997 7.581 0.5 0.2 0.4
C 8.706 9.567 6.973 0.0 -0.1 -0.2
C 5.271 6.960 5.054 -0.2 0.1 -0.1
H 7.662 8.191 8.283 -0.1 -0.1 -0.1
H 6.910 9.772 8.131 -0.2 -0.1 -0.1
H 9.284 8.800 6.461 0.0 0.0 0.0
H 9.333 9.997 7.754 -0.1 0.0 0.1
H 8.466 10.341 6.243 0.0 0.0 0.1
H 4.516 6.794 5.817 0.0 0.0 0.0
H 5.347 6.090 4.407 0.1 -0.1 0.1
H 5.049 7.847 4.466 0.1 0.0 0.0
O -8.795 -6.750 -4.919 -0.2 0.0 -0.2
S -8.833 -8.154 -4.632 0.2 -0.3 0.6
O -9.163 -9.104 -5.645 -0.1 0.2 -0.2
O -9.762 -8.387 -3.363 0.2 0.0 -0.1
C -11.119 -7.893 -3.419 -0.6 0.2 -0.1
C -12.012 -8.725 -4.317 0.2 -0.1 -0.2
C -7.314 -8.639 -3.887 0.0 0.0 0.1
H -11.113 -6.844 -3.721 0.1 0.0 -0.1
H -11.479 -7.935 -2.393 0.2 -0.1 0.1
H -11.705 -8.659 -5.359 0.0 0.0 0.0
H -13.042 -8.375 -4.246 0.0 0.0 0.1
H -11.973 -9.776 -4.029 0.0 0.0 0.0
H -7.066 -7.936 -3.096 0.0 0.0 0.0
H -6.552 -8.616 -4.663 0.0 0.1 -0.1
H -7.424 -9.647 -3.498 0.0 0.0 0.0
O 7.520 3.726 -0.908 -0.2 -0.2 -0.1
S 6.621 4.808 -0.647 0.3 0.7 0.3
O 5.202 4.608 -0.748 0.0 -0.3 0.0
O 7.046 6.062 -1.518 -0.2 -0.1 0.2
C 7.160 5.895 -2.949 0.0 -0.1 -0.6
C 5.815 5.787 -3.640 -0.1 -0.1 0.2
C 6.979 5.506 0.929 0.0 0.0 0.0
H 7.792 5.032 -3.166 0.0 0.0 0.2
H 7.687 6.780 -3.297 0.0 0.1 0.2
H 5.288 4.880 -3.349 0.0 0.0 0.0
H 5.953 5.766 -4.721 0.1 0.1 0.0
H 5.181 6.635 -3.379 0.0 0.0 -0.1
H 8.048 5.682 1.005 0.0 0.0 0.0
H 6.660 4.783 1.678 0.0 0.0 0.0
H 6.421 6.432 1.038 0.0 0.0 0.0